A molecular structure, C44H57AsN4O3SiV. Source: OMol25; level of theory: wB97M-V/def2-TZVPD.

Computed properties:
Largest force on an atom, hartree/bohr: 0.070
E, Ha: -5624.39863
Kohn-Sham gap (spin up / spin down), eV: 8.248 / 7.621
Energy above the lowest of the compared OMol25 structures with the same formula, charge and spin, kJ/mol: 55.6
LUMO level (spin up / spin down), hartree: -0.1911 / -0.1779

Geometry as ORCA input:
```
! wB97M-V def2-TZVPD RIJCOSX def2/J DEFGRID3
* xyz 2 2
V -0.1368 1.1609 -0.1339
O 0.7787 2.2463 0.7502
C 1.0822 3.5326 1.1391
C 2.3052 3.8409 1.6872
C 2.5532 5.1425 2.0837
C 1.5750 6.1217 1.9344
C 0.3580 5.7905 1.3730
C 0.1010 4.4833 0.9585
C -1.1680 4.0783 0.3360
N -1.5355 2.8584 -0.0946
C -2.8196 3.0041 -0.6121
C -3.2259 4.2810 -0.4833
N -2.1742 4.9405 0.1134
H 3.0535 3.0624 1.7996
H 3.5141 5.3967 2.5157
H 1.7653 7.1377 2.2548
H -0.3926 6.5662 1.2635
H -3.3854 2.1879 -1.0204
H -4.1537 4.7668 -0.7440
H -2.1568 5.9199 0.3405
O 0.9236 -0.1204 -0.8434
As 2.3677 -0.8041 -1.4623
C 3.8052 -0.5257 -0.2678
C 5.0880 -0.9341 -0.6362
C 6.1382 -0.7263 0.2436
C 5.9084 -0.1147 1.4720
C 4.6282 0.2933 1.8281
C 3.5665 0.0918 0.9567
C 2.7789 -0.0311 -3.1477
C 1.9719 -0.3559 -4.2410
C 2.3230 0.0968 -5.5011
C 3.4833 0.8494 -5.6708
C 4.2801 1.1711 -4.5803
C 3.9297 0.7337 -3.3096
C 1.9791 -2.6266 -1.7681
C 2.9923 -3.5747 -1.7532
C 2.6830 -4.8914 -2.0676
C 1.3784 -5.2417 -2.3957
C 0.3678 -4.2836 -2.3928
C 0.6633 -2.9671 -2.0735
H 5.2745 -1.3983 -1.5963
H 7.1365 -1.0435 -0.0284
H 6.7353 0.0424 2.1570
H 4.4552 0.7591 2.7930
H 2.5699 0.4003 1.2309
H 1.0908 -0.9695 -4.1147
H 1.7050 -0.1483 -6.3573
H 3.7708 1.1798 -6.6632
H 5.1790 1.7617 -4.7174
H 4.5406 1.0032 -2.4594
H 4.0094 -3.3082 -1.4936
H 3.4616 -5.6455 -2.0454
H 1.1452 -6.2699 -2.6484
H -0.6504 -4.5679 -2.6312
H -0.1207 -2.2212 -2.0310
N -1.5191 0.4092 -1.3773
C -2.3175 0.2637 -2.2074
N -3.2097 0.1021 -3.1320
C -4.6393 -0.1401 -2.7888
C -4.9597 -1.5865 -3.0993
O -4.6321 -1.8993 -4.4436
C -3.2544 -1.7313 -4.7262
C -2.8373 -0.2915 -4.5177
H -5.2397 0.5240 -3.4072
H -4.8090 0.0888 -1.7381
H -6.0252 -1.7606 -2.9785
H -4.4129 -2.2428 -2.4127
H -3.1005 -2.0159 -5.7637
H -2.6527 -2.3885 -4.0844
H -3.3818 0.3620 -5.1957
H -1.7682 -0.1487 -4.6658
C -1.4353 0.1279 4.9540
C -1.0193 0.8589 3.6602
C -2.0552 1.9576 3.3832
C 0.3284 1.5454 3.9362
Si -0.9491 -0.3766 2.2060
C -2.6917 -0.9975 1.6620
C -2.5325 -1.9983 0.4997
C -3.5148 -1.6709 2.7765
C -3.5615 0.1753 1.1824
C 0.2548 -1.8338 2.5190
C 0.7428 -2.4480 1.2019
C -0.4461 -2.9346 3.3420
C 1.5178 -1.4282 3.2939
H -1.5257 0.8695 5.7594
H -0.6943 -0.6039 5.2764
H -2.3970 -0.3786 4.8745
H -1.9523 2.7456 4.1407
H -3.0791 1.5821 3.4519
H -1.9271 2.4179 2.4028
H 0.1822 2.2888 4.7303
H 0.7123 2.0719 3.0727
H 1.0923 0.8582 4.2833
H -2.1364 -2.9586 0.8352
H -1.8796 -1.6289 -0.2974
H -3.5231 -2.1976 0.0632
H -3.0475 -2.5561 3.1969
H -4.4795 -1.9828 2.3486
H -3.7442 -0.9808 3.5924
H -3.0393 0.8339 0.5020
H -3.9245 0.7862 2.0107
H -4.4506 -0.2282 0.6712
H -0.0556 -2.6694 0.4932
H 1.2736 -3.3856 1.4116
H 1.4551 -1.7833 0.7171
H -1.1936 -3.4772 2.7620
H -0.9197 -2.5605 4.2536
H 0.3152 -3.6644 3.6475
H 2.0407 -0.5818 2.8466
H 2.2118 -2.2790 3.2919
H 1.3096 -1.1905 4.3374
*
```

Mulliken population analysis, charges in e, atoms 1 to 6: number 1, V, carries 1.36; number 2, O, carries 0.83; number 3, C, carries 0.08; number 4, C, carries -0.69; number 5, C, carries -0.75; number 6, C, carries -1.10